A 3-piece molecular cluster, C2H12NO2S overall at a distorted geometry, computed with ωB97M-V/def2-TZVPD.

Cartesian coordinates (Å):
C1 0.05994 0.78744 -0.55975
C2 -1.38593 0.71459 -1.11452
S1 -2.55482 -0.29614 -0.18008
N1 0.66840 -0.52819 -0.09526
H1 0.73716 1.14747 -1.32610
H2 0.10288 1.48430 0.27244
H3 -1.81822 1.70903 -1.06250
H4 -1.36599 0.40600 -2.14240
H5 -3.63491 0.38226 -0.62775
H6 1.55154 -0.68254 -0.61332
H7 0.91168 -0.45473 0.93821
H8 0.05757 -1.33544 -0.21171
H9 2.05722 0.16335 2.79600
H10 0.53354 -0.01303 3.21746
O1 1.17605 -0.09830 2.50605
H11 3.39935 0.42732 -1.71068
H12 4.10508 -0.37891 -0.62450
O2 3.23368 -0.08770 -0.91769

The calculation puts the LUMO energy (alpha / beta) at -8.028 / -13.055 eV. As for the calculated total energy: -18670.135 eV. Its net charge is +2. The expectation value of S² is 0.753. The multiplicity is 2. As for the energy above the lowest of the compared OMol25 structures with the same formula, charge and spin: 0.031 eV. The calculation puts the orbital gap (alpha / beta) at 0.41048 / 0.22574 hartree.